1.
Density functional theory data (ωB97M-V/def2-TZVPD) for a cluster of 2 separate species, CHBr2N in total at a distorted geometry.

Calculated values
**Orbital gap**: 10.49 eV
**Highest occupied orbital energy**: -10.523 eV
**Energy above the lowest of the compared OMol25 structures with the same formula, charge and spin**: 0.576 eV
**Structure (SMILES)**: N#CBr.Br
**DFT total energy**: -142627.075 eV

Structure (ORCA input):
```
! RIJCOSX wB97M-V def2-TZVPD def2/J DEFGRID3
* xyz 0 1
N 0.1377 0.9246 -0.4141
C 0.6570 0.1192 -1.0465
Br 1.5809 -0.7063 -2.3678
Br -0.8636 -0.7611 2.2010
H -1.5119 0.4236 1.6274
*
```

Charges computed using Löwdin, reported in e: 0.05, -0.84, 0.78, 0.26, -0.25



2.
Density functional theory data (ωB97M-V/def2-TZVPD) for a cluster of 13 separate species, C38H74Br4O33 in total at a distorted geometry.

Calculated values
**Orbital gap**: 10.16 eV
**Highest occupied orbital energy**: -10.063 eV
**DFT total energy**: -388339.596 eV

Structure (ORCA input):
```
! RIJCOSX wB97M-V def2-TZVPD def2/J DEFGRID3
* xyz 0 1
C 4.1883 3.2054 -3.3610
C 3.3985 4.3436 -2.8573
C 2.7127 4.0810 -1.4892
O 3.1015 5.2222 -0.6967
C 3.9543 5.9498 -1.3822
O 4.3778 7.0603 -1.0696
O 4.2247 5.4131 -2.5458
H 3.7343 2.2239 -3.2245
H 5.1592 3.0823 -2.8811
H 4.4308 3.4617 -4.3923
H 2.6679 4.6675 -3.5986
H 2.9822 3.2130 -0.8876
H 1.6261 4.0632 -1.5741
Br -3.7385 4.0899 0.8344
C -3.6372 2.1474 0.6870
C -4.4566 1.4881 1.8184
Br -4.0956 -0.4992 1.7614
H -2.5914 1.8509 0.6070
H -4.0679 1.8791 -0.2777
H -5.5304 1.6493 1.7235
H -4.0977 1.7775 2.8061
Br 5.0540 2.6635 4.8566
C 5.4263 2.6052 2.8882
C 4.5436 3.5537 2.1340
Br 2.6266 3.1693 2.3521
H 5.4211 1.5729 2.5383
H 6.4539 2.8993 2.6748
H 4.7233 3.5807 1.0593
H 4.7096 4.5816 2.4567
C 1.5188 1.4956 6.8164
O 0.2932 1.7144 6.1220
C -0.3287 0.8039 5.3628
O -1.2528 1.1761 4.6132
O 0.2237 -0.3936 5.4540
C -0.0758 -1.3623 4.4867
H 2.1720 0.7517 6.3601
H 1.4640 1.2229 7.8703
H 2.1356 2.3922 6.7546
H 0.2014 -2.3777 4.7697
H 0.4558 -1.1290 3.5641
H -1.1245 -1.4573 4.2049
C 3.5410 -0.7418 3.6904
O 3.9095 -1.8014 4.6534
C 5.0978 -1.7996 5.1730
O 5.9920 -0.9895 4.8940
O 5.1542 -2.8976 5.9918
C 6.2994 -3.1653 6.7662
H 3.5957 0.2487 4.1422
H 2.5371 -0.9151 3.3028
H 4.2283 -0.6228 2.8528
H 6.3981 -2.3147 7.4407
H 7.2501 -3.2863 6.2470
H 6.2293 -4.0519 7.3963
C -1.2974 -1.4204 -3.9003
O -1.1229 -0.5780 -5.0776
C -0.5172 -1.0543 -6.1347
O -0.0941 -2.1924 -6.2534
O -0.5628 -0.1192 -7.0974
C -0.2008 -0.3705 -8.4429
H -2.2117 -1.9869 -4.0770
H -1.4785 -0.7135 -3.0906
H -0.4048 -1.9757 -3.6121
H -0.8849 0.2620 -9.0086
H -0.3151 -1.4220 -8.7063
H 0.8374 -0.0678 -8.5791
C -3.7822 1.8082 -5.3963
O -3.9631 1.3271 -4.0771
C -4.7219 0.2995 -3.6830
O -5.2423 -0.5710 -4.3727
O -4.7936 0.4235 -2.4612
C -5.4058 -0.5748 -1.6782
H -3.6996 2.8916 -5.3096
H -4.6693 1.6621 -6.0125
H -2.8230 1.4606 -5.7799
H -5.1120 -1.6085 -1.8605
H -6.4627 -0.6672 -1.9281
H -5.3887 -0.3881 -0.6044
C -0.2296 2.2479 -3.3136
O 0.0268 3.6537 -3.1460
C -0.3087 4.5532 -4.1463
O -0.8188 4.2025 -5.2480
O -0.2024 5.7656 -3.6948
C -0.6153 6.9052 -4.4620
H -1.3092 2.1169 -3.3869
H 0.0576 1.7085 -2.4110
H 0.2786 1.7009 -4.1077
H -0.5573 6.7361 -5.5372
H 0.1229 7.6907 -4.3007
H -1.5724 7.3603 -4.2073
C -4.8128 -8.4734 1.8456
O -5.1619 -7.7608 0.6989
C -4.6480 -6.5412 0.3974
O -3.7978 -5.9508 1.0583
O -5.1562 -6.1345 -0.7544
C -4.7607 -4.9411 -1.2447
H -5.4202 -9.3719 1.9549
H -5.0120 -7.8107 2.6878
H -3.7677 -8.7780 1.9001
H -3.8779 -5.0046 -1.8808
H -4.5865 -4.2405 -0.4280
H -5.5574 -4.4987 -1.8428
C -2.1852 -2.9661 0.1726
O -1.0111 -2.2506 0.6042
C -0.8616 -0.9480 0.2707
O -1.5818 -0.2550 -0.4737
O 0.1701 -0.4479 0.9826
C 0.6751 0.9075 0.8116
H -2.8048 -2.4881 -0.5862
H -2.9028 -3.1517 0.9718
H -1.7638 -3.9456 -0.0535
H -0.0118 1.6711 1.1764
H 0.8402 1.2427 -0.2124
H 1.5646 1.0851 1.4160
C -1.3268 4.0350 4.1672
O -1.4706 5.3339 3.6041
C -1.4325 6.4026 4.4798
O -1.4111 6.4007 5.7633
O -1.3347 7.4926 3.7591
C -0.7911 8.7515 4.2741
H -0.6056 4.0470 4.9844
H -0.8900 3.3289 3.4610
H -2.2765 3.6250 4.5108
H -1.5726 9.3791 4.7024
H -0.3960 9.1584 3.3433
H -0.0689 8.5018 5.0514
C -0.9460 -7.3838 -0.9667
O -2.2051 -7.9475 -1.2442
C -2.4047 -9.3032 -1.3455
O -1.4664 -10.0915 -1.4195
O -3.7279 -9.5423 -1.4458
C -4.2316 -10.8939 -1.5373
H -0.6330 -6.6558 -1.7151
H -0.1249 -8.0838 -0.8125
H -1.1445 -6.7710 -0.0875
H -3.3846 -11.5799 -1.5391
H -4.8713 -11.0813 -2.3998
H -4.8228 -11.1017 -0.6455
C 3.2115 -1.1725 -0.0597
O 4.3351 -1.0459 -0.8887
C 4.8709 0.1031 -1.0779
O 4.4547 1.2130 -0.6899
O 6.0584 -0.0009 -1.7888
C 6.9858 1.0621 -1.7848
H 2.2652 -1.0717 -0.5912
H 3.0786 -0.4237 0.7210
H 3.2066 -2.1755 0.3670
H 7.6790 0.8901 -0.9614
H 6.6072 2.0782 -1.6733
H 7.4469 1.0146 -2.7713
*
```

Atom charges from the Löwdin analysis, given in e for atoms 1 to 99: -0.01, -0.32, -0.05, 0.07, -0.59, 0.11, 0.11, 0.09, 0.07, 0.09, 0.15, 0.10, 0.12, 0.65, -0.69, -0.56, 0.68, 0.03, 0.04, 0.06, 0.04, 0.61, -0.62, -0.64, 0.71, 0.05, 0.07, 0.05, 0.07, -0.04, 0.01, -0.54, 0.08, 0.01, -0.04, 0.08, 0.10, 0.09, 0.11, 0.07, 0.10, 0.00, 0.02, -0.58, 0.08, -0.01, -0.07, 0.04, 0.07, 0.08, 0.10, 0.09, 0.09, 0.01, -0.02, -0.61, 0.11, -0.02, -0.04, 0.10, 0.07, 0.10, 0.10, 0.10, 0.10, -0.03, -0.01, -0.68, 0.11, 0.05, -0.03, 0.09, 0.10, 0.09, 0.09, 0.10, 0.03, -0.02, -0.05, -0.53, 0.07, 0.02, -0.02, 0.09, 0.07, 0.10, 0.10, 0.09, 0.10, -0.06, -0.01, -0.55, 0.10, 0.03, -0.09, 0.10, 0.10, 0.10, 0.11



3.
Density functional theory data (ωB97M-V/def2-TZVPD) for a structure of composition C32H37AsHfN7O6S7Sb.

Calculated values
**Orbital gap**: 4.88 eV
**Highest occupied orbital energy**: -6.793 eV
**Energy above the lowest of the compared OMol25 structures with the same formula, charge and spin**: 0.024 eV
**DFT total energy**: -201030.097 eV

Structure (ORCA input):
```
! RIJCOSX wB97M-V def2-TZVPD def2/J DEFGRID3
* xyz 0 1
Hf -0.0401 1.5946 -1.4824
S 0.9465 5.5064 -3.4272
As -0.1184 3.8005 -3.9216
S 1.2100 1.9354 -3.5502
S -1.5978 3.3932 -2.2212
S -1.1701 3.4154 -5.6751
S 0.8345 -1.0965 -2.1001
C 1.3694 -1.8217 -0.7099
N 1.3051 -3.1384 -0.4768
C 1.6075 -3.7013 0.8301
C 2.7884 -2.9944 1.4308
N 2.5598 -1.5560 1.4250
C 3.1110 -0.7794 2.5521
C 2.0464 -0.4919 3.5835
C 1.3124 0.6915 3.5406
C 0.3096 0.9266 4.4710
C 0.0312 -0.0141 5.4515
C 0.7615 -1.1934 5.5039
C 1.7650 -1.4274 4.5755
C 1.9963 -0.9450 0.3845
S 1.9937 0.7037 0.2297
C 0.6616 -4.0576 -1.4265
C 1.5140 -5.2701 -1.6879
C 2.7839 -5.1097 -2.2375
C 3.5842 -6.2136 -2.4801
C 3.1194 -7.4895 -2.1827
C 1.8544 -7.6552 -1.6436
C 1.0559 -6.5469 -1.3934
H 1.8364 -4.7570 0.6967
H 0.7301 -3.6194 1.4798
H 3.7042 -3.2242 0.8767
H 2.9236 -3.3128 2.4616
H 3.5450 0.1382 2.1620
H 3.9130 -1.3808 2.9790
H 1.5242 1.4310 2.7793
H -0.2480 1.8537 4.4288
H -0.7435 0.1752 6.1835
H 0.5636 -1.9216 6.2798
H 2.3522 -2.3373 4.6427
H 0.4897 -3.5057 -2.3452
H -0.3178 -4.3398 -1.0262
H 3.1417 -4.1159 -2.4850
H 4.5678 -6.0810 -2.9114
H 3.7444 -8.3510 -2.3781
H 1.4873 -8.6475 -1.4157
H 0.0662 -6.6770 -0.9697
O 1.2051 3.3383 -0.8016
C 0.4025 3.5432 0.1373
O -0.3085 2.5668 0.5436
C 0.1782 4.8984 0.6880
C -0.8849 5.1120 1.5487
C -1.1430 6.4038 1.9639
C -0.3894 7.4872 1.5516
C 0.6600 7.2246 0.6893
C 0.9565 5.9556 0.2285
N 1.4878 8.3624 0.2326
O 2.4680 8.1037 -0.4296
O 1.0945 9.4802 0.5028
N -2.2818 6.6350 2.8726
O -2.4656 7.7644 3.2697
O -2.9776 5.6765 3.1534
H -1.5035 4.2904 1.8720
H -0.6086 8.4910 1.8774
H 1.7393 5.7874 -0.4983
C -1.1521 -0.3666 -5.4960
Sb -1.8690 0.1025 -3.5548
C -3.7237 1.0412 -3.9894
C -2.6241 -1.8555 -3.0591
H -1.8766 -0.9908 -6.0189
H -0.1996 -0.8896 -5.4185
H -0.9957 0.5737 -6.0212
H -4.2848 0.4319 -4.6980
H -3.4958 2.0130 -4.4243
H -4.3081 1.1723 -3.0790
H -3.5494 -2.0521 -3.6003
H -2.8092 -1.9395 -1.9872
H -1.8791 -2.5974 -3.3481
C -1.9929 -2.9589 1.7418
C -1.4063 -1.6095 2.1535
C -1.9392 -0.4987 1.3149
N -1.4732 -0.1756 0.1625
N -2.1428 0.8409 -0.4502
C -3.1360 1.3115 0.2604
N -3.9111 2.3246 -0.1531
S -3.3321 0.4577 1.7568
H -1.6137 -3.7582 2.3807
H -1.7419 -3.1846 0.7035
H -3.0807 -2.9589 1.8226
H -0.3188 -1.6019 2.0442
H -1.6019 -1.4036 3.2067
H -3.5652 2.8388 -0.9608
H -4.4817 2.8196 0.5088
*
```

Charges computed using Löwdin, reported in e: 0.76, -0.03, -0.40, -0.01, 0.09, -0.05, 0.66, -0.64, -0.09, -0.10, -0.10, -0.09, -0.12, -0.21, -0.04, -0.07, -0.09, -0.08, -0.05, -0.63, 0.84, -0.12, -0.23, -0.03, -0.07, -0.08, -0.08, -0.05, 0.13, 0.12, 0.15, 0.12, 0.10, 0.13, 0.08, 0.11, 0.11, 0.11, 0.11, 0.07, 0.13, 0.12, 0.11, 0.11, 0.11, 0.11, -0.21, -0.69, -0.19, -0.09, 0.08, -0.11, 0.10, -0.09, 0.09, -0.34, 0.10, 0.09, -0.35, 0.10, 0.07, 0.13, 0.13, 0.11, -0.32, 1.18, -0.32, -0.32, 0.01, 0.00, -0.04, 0.01, -0.04, -0.01, 0.00, -0.02, -0.02, -0.08, -0.23, -0.58, -0.01, -0.17, -0.69, 0.13, 1.14, 0.08, 0.06, 0.08, 0.09, 0.11, 0.01, 0.11



4.
Density functional theory data (ωB97M-V/def2-TZVPD) for a cluster of 6 separate species, C48H102Br2F3N5O14S in total at a distorted geometry.

Calculated values
**Orbital gap**: 7.44 eV
**Highest occupied orbital energy**: -8.246 eV
**Energy above the lowest of the compared OMol25 structures with the same formula, charge and spin**: 0.000 eV
**Structure (SMILES)**: C=CC(=O)OCCCCCC[C@H](CCCCCOC(C)=O)O[C@H](CCCCS(=O)(=O)O)COCCC[C@](F)(Br)C(F)(F)Br.COC[C@@H](C)N.COC[C@@H](C)N.COC[C@@H](C)N.COC[C@@H](C)N.COC[C@@H](C)N
**DFT total energy**: -246610.478 eV

Structure (ORCA input):
```
! RIJCOSX wB97M-V def2-TZVPD def2/J DEFGRID3
* xyz 0 1
C 1.5689 -1.1778 2.8251
C 0.7838 -0.0482 2.6372
C 0.5682 0.8566 3.8179
O -0.0710 0.4858 4.7437
O 1.1647 2.0557 3.7447
C 0.2621 3.1353 4.0828
C 0.9082 4.4841 3.7171
C 0.1292 5.2739 2.6317
C -0.2623 4.4225 1.4093
C 0.9621 4.1495 0.4838
C 1.4917 2.6895 0.4976
C 1.0183 1.7976 -0.7003
C 2.0293 1.8359 -1.8692
C 2.0229 3.1606 -2.6947
C 3.2617 4.0738 -2.4546
C 2.9575 5.5494 -2.1093
C 1.9084 6.2457 -2.9997
O 2.4622 6.9607 -4.1228
C 3.1005 6.1272 -5.0065
C 2.3185 5.1439 -5.8690
O 4.2666 6.1634 -5.0693
O -0.2904 2.1854 -1.0923
C -1.1899 1.0705 -1.2035
C -2.1462 1.3263 -2.3697
C -2.9492 0.0166 -2.6386
C -2.4356 -0.8170 -3.8364
C -0.9027 -0.9291 -3.8834
S -0.4545 -2.1047 -5.1912
O -0.7367 -1.5318 -6.4616
O -1.1849 -3.2922 -4.9365
O 1.1310 -2.4029 -5.1466
C -1.9610 0.9325 0.1629
O -3.2499 1.4950 0.1311
C -3.2621 2.8410 0.5499
C -4.6407 3.4794 0.3591
C -5.1796 3.3034 -1.0800
C -4.6423 4.3275 -2.0731
F -3.3184 4.5596 -1.9305
Br -5.5254 6.0512 -1.6932
C -4.9086 3.9153 -3.5761
F -5.9875 4.4749 -4.0625
F -4.9905 2.6010 -3.7124
Br -3.3990 4.4761 -4.7148
H 2.5994 -1.1879 2.4612
H 1.1490 -2.0243 3.3777
H 0.3521 0.1709 1.6531
H -0.7239 2.9814 3.6255
H 0.0883 3.0837 5.1654
H 1.9505 4.2996 3.4316
H 0.9116 5.0983 4.6253
H 0.7529 6.1228 2.3207
H -0.7516 5.7147 3.1207
H -0.7039 3.4694 1.7049
H -0.9714 5.0133 0.8156
H 0.7232 4.4717 -0.5330
H 1.7812 4.7946 0.8337
H 2.5841 2.7424 0.4613
H 1.1108 2.1984 1.3949
H 1.0290 0.7704 -0.2982
H 1.8481 0.9799 -2.5386
H 3.0340 1.6825 -1.4538
H 2.0708 2.8425 -3.7449
H 1.0563 3.6529 -2.5539
H 3.8780 3.6610 -1.6447
H 3.8874 4.0382 -3.3536
H 3.8923 6.1166 -2.2262
H 2.6468 5.6992 -1.0731
H 1.4126 7.0021 -2.3822
H 1.1109 5.5854 -3.3665
H 1.9630 5.6165 -6.7878
H 1.4394 4.7594 -5.3358
H 2.9898 4.3045 -6.0521
H -0.6424 0.1473 -1.4340
H -2.8110 2.1666 -2.1804
H -1.5848 1.5648 -3.2811
H -4.0105 0.2365 -2.7953
H -2.8938 -0.6298 -1.7510
H -2.8222 -0.4271 -4.7847
H -2.8221 -1.8377 -3.7405
H -0.4869 -1.3321 -2.9509
H -0.4191 0.0314 -4.0943
H 1.5745 -1.7835 -4.5411
H -1.3169 1.4196 0.9103
H -2.0216 -0.1394 0.3967
H -2.9886 2.9536 1.6131
H -2.5267 3.4240 -0.0243
H -5.3422 3.0083 1.0579
H -4.6219 4.5498 0.5957
H -4.9973 2.2677 -1.3892
H -6.2680 3.4218 -1.0422
C -0.9492 -4.4788 -1.0473
O -0.7117 -3.5120 -0.0364
C -1.8778 -3.0183 0.6027
C -2.4289 -3.9115 1.7304
C -3.1839 -5.1371 1.2238
N -1.3735 -4.3500 2.6470
H -1.8764 -4.2813 -1.5922
H -0.9689 -5.4847 -0.6228
H -0.1181 -4.4350 -1.7525
H -1.5791 -2.0645 1.0512
H -2.6537 -2.7874 -0.1410
H -3.1414 -3.3053 2.3005
H -2.5138 -5.9139 0.8551
H -3.7693 -5.5776 2.0315
H -3.8743 -4.8704 0.4194
H -0.9349 -3.5347 3.0647
H -0.6338 -4.7645 2.0812
C 5.1219 -3.5889 2.9614
O 4.1078 -3.3355 2.0042
C 4.3816 -3.8173 0.7003
C 4.0658 -5.3071 0.4925
C 5.1058 -6.2439 1.0996
N 2.7428 -5.6614 1.0192
H 6.1213 -3.5443 2.5203
H 4.9651 -4.5560 3.4436
H 5.0487 -2.8218 3.7338
H 3.7289 -3.2425 0.0361
H 5.4127 -3.5787 0.4093
H 4.0603 -5.4876 -0.5868
H 5.0182 -6.3148 2.1839
H 4.9807 -7.2519 0.7030
H 6.1194 -5.9150 0.8587
H 2.0377 -5.1028 0.5427
H 2.6997 -5.3333 1.9819
C 4.2840 -1.3690 -10.9147
O 4.5345 -0.3315 -9.9833
C 3.3860 0.1638 -9.3179
C 2.9334 -0.6757 -8.1124
C 2.2038 -1.9574 -8.4996
N 4.0599 -1.0145 -7.2323
H 3.3242 -1.2397 -11.4221
H 4.3228 -2.3451 -10.4267
H 5.0777 -1.3425 -11.6622
H 3.6702 1.1545 -8.9496
H 2.5644 0.3180 -10.0288
H 2.2280 -0.0647 -7.5394
H 2.8797 -2.7333 -8.8615
H 1.6834 -2.3664 -7.6362
H 1.4597 -1.7652 -9.2754
H 4.4857 -0.1528 -6.8989
H 4.7843 -1.4321 -7.8123
C -5.2870 0.0779 3.9651
O -4.0520 0.6958 4.2788
C -3.9990 1.3164 5.5527
C -3.7028 0.3618 6.7224
C -4.9035 -0.4811 7.1429
N -2.5790 -0.5285 6.4236
H -6.1362 0.6251 4.3840
H -5.3003 -0.9584 4.3103
H -5.3851 0.0645 2.8786
H -3.1744 2.0330 5.4898
H -4.9102 1.9015 5.7343
H -3.4267 0.9802 7.5823
H -5.1020 -1.2969 6.4474
H -4.7230 -0.9315 8.1195
H -5.8061 0.1301 7.2202
H -1.7550 0.0381 6.2354
H -2.7739 -0.9700 5.5270
C 0.3820 -5.1796 8.5077
O -0.5815 -4.1843 8.2208
C -0.0570 -2.9789 7.6864
C 0.2119 -3.0216 6.1721
C 1.4784 -3.7917 5.7999
N -0.9225 -3.5886 5.4350
H 1.3251 -4.7477 8.8554
H 0.5576 -5.8129 7.6347
H -0.0205 -5.8141 9.2985
H -0.8226 -2.2206 7.8676
H 0.8344 -2.6632 8.2454
H 0.3515 -1.9881 5.8373
H 1.3437 -4.8714 5.8710
H 1.7671 -3.5751 4.7701
H 2.3140 -3.5075 6.4444
H -1.7439 -3.0156 5.6152
H -1.1497 -4.4794 5.8708
*
```

Atom charges from the Löwdin analysis, given in e for atoms 1 to 99: 0.09, -0.04, -0.52, 0.12, -0.01, -0.16, -0.15, -0.19, -0.19, -0.16, -0.09, -0.33, -0.12, -0.17, -0.17, -0.15, -0.17, -0.02, -0.55, 0.03, 0.15, -0.09, -0.26, -0.11, -0.15, -0.20, -0.23, 0.57, -0.28, -0.27, -0.15, -0.12, -0.12, -0.22, -0.14, -0.18, -0.79, -0.07, 0.83, -0.93, 0.04, 0.06, 0.80, 0.07, 0.05, 0.08, 0.12, 0.12, 0.12, 0.11, 0.11, 0.11, 0.07, 0.11, 0.09, 0.10, 0.12, 0.07, 0.13, 0.10, 0.11, 0.10, 0.09, 0.10, 0.10, 0.12, 0.09, 0.13, 0.10, 0.09, 0.07, 0.09, 0.13, 0.08, 0.12, 0.11, 0.10, 0.12, 0.11, 0.10, 0.10, 0.09, 0.11, 0.11, 0.13, 0.11, 0.12, 0.10, 0.11, 0.12, -0.10, -0.20, -0.21, -0.42, -0.07, 0.05, 0.09, 0.08, 0.08



5.
Density functional theory data (ωB97M-V/def2-TZVPD) for a structure of composition C6H12O.

Calculated values
**Orbital gap**: 9.66 eV
**Highest occupied orbital energy**: -8.589 eV
**Energy above the lowest of the compared OMol25 structures with the same formula, charge and spin**: 3.006 eV
**DFT total energy**: -8461.348 eV

Structure (ORCA input):
```
! RIJCOSX wB97M-V def2-TZVPD def2/J DEFGRID3
* xyz 0 1
C -1.3660 1.8978 1.9617
C -0.3810 1.2413 0.9984
C -0.7497 -0.2214 0.7331
C 0.1392 -0.9275 -0.2287
C 0.5507 -0.7251 -1.6711
O 1.3071 -1.9725 -1.5867
C 0.8695 -2.0442 -0.2727
H -2.3855 1.8579 1.5613
H -1.3715 1.3843 2.9304
H -1.1210 2.9484 2.1440
H 0.6361 1.2943 1.4041
H -0.3649 1.7918 0.0488
H -1.7898 -0.2548 0.3757
H -0.7398 -0.7723 1.6810
H 3.8798 -0.4736 -2.0799
H 1.2180 0.1155 -1.8866
H -0.2212 -0.8081 -2.4411
H 1.1575 -2.8810 0.3566
H 3.3672 -1.0009 -1.9552
*
```

Charges computed using Löwdin, reported in e: -0.12, -0.27, -0.18, -0.19, -0.13, -0.12, -0.08, 0.07, 0.07, 0.07, 0.11, 0.11, 0.12, 0.12, 0.05, 0.11, 0.13, 0.12, 0.03